Entry 1:
Here is C10H30CuN2O11S5 as an isolated structure at a distorted geometry from OMol25. Energies are from the ωB97M-V functional and the def2-TZVPD basis.

Structure (XYZ):
```
59
Properties=species:S:1:pos:R:3:forces:R:3:lowdin_charge:R:1
C 3.767 2.152 -1.032 -1.01 0.49 0.28 -0.226
N 2.494 0.150 2.073 0.24 -0.82 -0.03 -0.589
H -2.330 -4.057 2.612 0.00 0.10 -0.02 0.037
H 4.063 2.233 0.014 0.35 -0.10 -0.21 0.037
C 1.775 2.834 -2.788 0.85 0.23 -1.22 -0.267
O 2.665 0.135 3.283 1.38 0.19 0.80 -0.009
C -2.670 2.708 -2.139 -0.93 -1.05 1.11 -0.266
C 0.987 -3.695 1.139 0.19 -0.65 0.52 -0.265
O -1.652 -0.301 -1.416 1.37 3.46 1.74 -0.086
H 3.962 -1.277 -1.012 -0.25 -0.07 0.07 0.030
O 3.423 0.047 1.232 -0.17 0.30 0.39 -0.058
H 1.736 1.857 -3.271 0.34 -0.60 0.83 0.047
H 0.523 -4.098 0.238 -0.08 0.39 -0.05 0.055
N -2.160 -1.039 -2.248 0.16 -1.04 1.44 -0.678
O 1.117 1.468 -0.775 1.41 1.67 0.18 -0.614
H 0.051 -2.605 -3.133 -0.04 0.34 0.00 0.044
H 3.212 -2.912 -0.884 -0.49 0.39 0.50 0.039
H -1.710 0.627 5.400 -0.08 -0.02 -0.05 0.036
Cu -0.399 0.118 0.338 -0.03 -0.33 0.11 0.653
H -0.506 4.930 -0.250 -0.39 -0.22 0.61 0.039
H 3.869 1.121 -1.371 -0.37 0.11 0.03 0.041
H -3.166 3.461 -2.751 0.38 0.50 0.42 0.055
H 0.893 3.265 -3.262 -0.29 0.65 1.06 0.039
O -2.528 -0.635 -3.306 -0.87 1.80 -3.31 0.009
O 0.996 -1.127 -0.848 0.36 -0.85 -0.76 -0.567
H 1.388 -4.538 1.702 0.26 -0.07 0.03 0.048
H -1.835 2.215 -2.636 -0.10 -0.03 0.24 0.055
O -2.287 -2.189 -1.934 -0.43 -3.88 0.39 -0.007
H -4.235 0.372 3.386 -0.14 -0.26 -0.20 0.020
S -2.277 3.141 -0.401 3.10 0.35 -0.60 0.819
H -4.034 1.672 4.455 0.48 0.69 -0.12 0.012
C 1.110 -2.780 -2.939 -0.58 -0.93 0.18 -0.252
O 1.315 0.184 1.710 -1.87 0.33 -0.93 -0.098
H -3.463 2.012 -1.867 0.11 -0.70 -0.89 0.032
H -1.923 5.487 -1.137 -0.29 -0.15 0.12 0.037
C -1.423 -4.363 2.091 -0.68 0.32 -0.05 -0.260
H 4.013 -2.547 -2.285 -0.14 0.63 -0.71 0.046
S 1.778 -1.324 -2.121 0.71 -0.03 1.00 0.902
H -1.057 -5.254 2.601 0.50 0.27 0.23 0.047
S -2.022 1.115 3.061 0.33 0.68 0.36 0.675
C -1.585 0.031 4.496 -0.32 -0.29 -1.04 -0.247
H -0.556 -0.312 4.380 0.20 0.49 -0.17 0.039
H -1.699 -4.672 1.083 0.21 0.46 -0.21 0.059
H 1.771 -2.968 0.925 -0.27 0.07 0.07 0.037
H 1.580 -3.102 -3.868 0.35 0.67 -0.07 0.055
C -3.823 1.380 3.427 0.50 -1.91 -0.45 -0.283
H 2.644 3.316 -3.235 0.04 0.34 0.08 0.034
C 3.401 -2.055 -1.530 -0.49 -0.41 -0.22 -0.214
C -1.277 4.627 -0.959 0.37 0.15 0.40 -0.267
O -1.235 2.143 0.157 -1.86 2.21 -1.33 -0.613
H -2.182 -0.881 4.494 -0.39 0.22 0.12 0.035
S -0.256 -2.952 2.208 -0.02 1.49 -2.14 0.872
H -4.313 1.933 2.625 0.34 0.45 0.24 0.030
H 1.130 -3.667 -2.306 0.14 0.18 0.44 0.050
H -0.693 4.470 -1.865 -0.39 -0.61 -0.22 0.022
O -1.927 0.346 1.749 -0.62 -0.10 0.93 -0.598
S 1.986 2.712 -0.970 -1.25 -2.76 -1.68 0.911
O -0.711 -1.743 1.367 0.03 -2.84 1.51 -0.576
H 4.283 2.836 -1.706 0.14 0.08 0.26 0.039
```
Forces are in eV/Å.

Results
- gap between HOMO and LUMO (alpha / beta) (Ha) = 0.048 / 0.259
- ⟨S²⟩ = 2.0021
- multiplicity = 3
- HOMO (alpha / beta) (eV) = 0.56 / -5.92
- net charge = -1



Entry 2:
Here is C10H30FeNO13 as an isolated structure at a distorted geometry from OMol25. Energies are from the ωB97M-V functional and the def2-TZVPD basis.

Structure (XYZ):
```
55
Properties=species:S:1:pos:R:3:forces:R:3:lowdin_charge:R:1
O 18.333 -11.487 4.177 -0.48 0.23 0.26 -0.056
O 27.133 -11.740 9.140 -1.01 0.30 0.52 -0.081
H 20.034 -9.740 9.270 0.33 -0.02 0.90 0.142
O 26.563 -14.174 7.474 0.70 -0.68 0.28 -0.091
C 25.036 -12.279 4.596 -0.50 -1.69 1.39 -0.221
O 20.582 -11.668 9.986 -0.73 -0.91 0.41 -0.133
C 25.356 -11.173 5.619 0.18 0.31 -2.37 -0.185
H 23.889 -15.411 5.309 -0.40 0.29 0.60 0.096
H 21.102 -12.922 2.933 0.45 0.50 0.13 0.111
H 22.881 -16.209 7.536 0.23 0.14 -0.43 0.049
O 24.507 -17.269 4.847 -0.29 -0.38 -0.04 -0.042
H 20.914 -13.702 4.941 -0.20 -0.38 0.06 0.012
H 22.331 -9.429 8.113 -1.03 -0.11 -0.72 0.137
H 26.974 -14.489 9.490 0.24 0.11 0.21 0.114
H 20.225 -11.162 4.797 0.25 -0.92 0.47 0.109
O 23.669 -12.344 4.205 -0.49 1.18 -0.78 -0.086
H 21.453 -16.018 5.693 -0.09 0.18 -0.17 0.093
O 21.990 -13.658 8.516 -3.56 -0.68 5.52 -0.104
O 25.743 -10.016 4.823 0.11 -0.13 1.11 -0.072
O 23.760 -13.721 7.418 1.40 0.11 0.42 0.108
H 28.271 -12.388 7.627 0.12 -0.39 -0.19 0.113
Fe 20.619 -13.866 10.030 1.87 2.00 -2.78 1.403
O 22.670 -17.011 7.052 -0.34 -0.45 1.65 -0.074
H 25.681 -13.935 7.766 0.23 -0.01 0.25 0.023
H 20.122 -10.882 8.072 0.37 -0.76 -0.01 0.134
H 28.360 -14.794 8.391 -0.33 -0.27 -0.27 0.117
N 22.576 -13.565 7.423 1.57 -0.66 -3.11 -0.554
C 28.033 -12.698 8.644 0.64 -0.78 0.15 -0.250
O 21.937 -13.385 6.418 -1.10 0.73 -0.24 0.065
H 23.157 -12.496 5.003 -0.01 -0.15 -0.01 0.023
H 23.133 -16.064 3.913 -0.27 -0.03 -0.20 0.122
C 22.221 -16.790 5.735 1.30 0.54 0.13 -0.209
H 27.552 -11.308 9.888 -0.16 0.02 -0.03 0.080
C 19.711 -11.587 3.935 0.23 0.14 -1.48 -0.255
C 20.640 -10.602 8.989 0.43 0.41 -1.52 -0.131
H 26.180 -11.460 6.273 0.03 0.15 -0.11 0.105
H 25.132 -13.268 5.045 1.06 -0.07 0.42 0.090
H 24.470 -10.946 6.210 -0.11 -0.06 0.21 0.099
H 22.689 -11.102 8.334 -0.29 -0.38 0.16 0.101
C 23.454 -16.332 4.920 -0.82 -0.04 -0.81 -0.237
H 20.949 -11.236 10.760 0.34 0.07 0.57 0.105
H 19.543 -13.371 2.576 -0.84 0.51 0.24 0.127
C 22.109 -10.281 8.756 0.78 1.17 0.29 -0.200
H 24.842 -17.181 3.952 0.28 -0.29 0.07 0.087
H 28.948 -12.609 9.230 0.23 -0.43 -0.01 0.116
H 21.737 -17.741 5.509 0.40 0.07 -0.79 0.129
O 22.690 -9.839 9.999 -0.62 -0.94 0.16 -0.055
H 25.671 -12.275 3.710 -0.14 0.50 0.12 0.131
H 23.640 -9.888 9.870 0.24 0.10 0.27 0.099
O 20.159 -13.950 4.402 -0.09 -0.37 0.47 -0.073
C 20.120 -12.962 3.405 0.93 -0.03 0.00 -0.239
H 24.963 -9.496 4.614 -0.08 -0.10 -0.04 0.078
H 20.049 -10.884 3.174 -0.27 0.27 -0.45 0.116
C 27.493 -14.164 8.588 -0.54 2.14 -0.91 -0.178
H 17.906 -11.292 3.339 -0.18 -0.07 0.02 0.091
```
Forces are in eV/Å.

Results
- gap between HOMO and LUMO (alpha / beta) (Ha) = 0.134 / 0.131
- ⟨S²⟩ = 6.0065
- multiplicity = 5
- HOMO (alpha / beta) (eV) = -11.52 / -11.52
- net charge = +1



Entry 3:
Here is C10H30GaGeN2O6SSi3Te as an isolated structure at a distorted geometry from OMol25. Energies are from the ωB97M-V functional and the def2-TZVPD basis.

Structure (XYZ):
```
55
Properties=species:S:1:pos:R:3:forces:R:3:lowdin_charge:R:1
H 5.597 8.828 13.510 0.27 0.11 0.09 0.011
C 0.988 7.391 14.351 0.90 -0.46 0.63 -0.220
C 6.538 5.990 12.128 -0.04 -0.11 -0.19 -0.237
H 4.773 7.138 9.841 -0.27 -0.17 -0.16 0.014
Te 4.665 1.034 13.884 3.03 1.36 -1.38 0.477
H 1.893 8.025 14.401 -0.40 -0.27 0.01 0.010
O 2.978 5.104 15.532 1.40 1.51 2.42 -0.170
H 4.009 8.341 14.081 0.23 -0.15 -0.10 0.008
H 5.396 3.742 9.579 -0.24 -0.20 0.21 0.016
H 1.059 2.513 11.428 0.75 -0.38 -0.23 0.026
Si 3.065 3.712 10.592 0.50 0.40 1.15 0.292
Si 4.851 6.825 12.268 -0.70 -1.66 0.39 0.261
O 3.181 6.782 17.074 0.68 -0.73 -0.14 0.008
C 4.541 7.764 10.698 -0.38 1.00 -0.07 -0.251
H 5.904 3.449 16.616 -0.33 0.40 -0.16 0.105
H 1.680 4.177 8.648 -0.45 -0.11 -0.50 0.003
H 7.328 6.683 12.381 0.42 0.33 0.15 0.004
O 3.013 0.275 15.070 -3.58 0.46 1.98 -0.781
H 1.227 7.300 10.688 -0.22 0.23 0.09 -0.011
H 1.726 1.704 9.990 0.05 -0.09 -0.22 0.012
H 6.739 5.640 11.111 -0.09 -0.14 0.09 0.015
H -0.072 7.996 11.707 -0.15 0.54 -0.12 0.007
H -0.340 6.486 10.856 0.12 0.00 -0.04 0.027
O 3.019 2.350 16.322 0.26 -0.21 1.83 -0.431
Ga 3.818 3.516 14.763 -1.33 -1.02 -1.64 0.023
H 4.614 2.171 9.418 -0.21 -0.75 -0.75 0.001
C -0.163 4.832 13.288 -0.11 -0.79 -0.02 -0.234
H 0.126 8.036 14.333 -0.54 0.30 0.02 0.004
S 2.104 1.439 15.545 2.61 2.43 -3.56 0.319
H 5.242 8.595 10.671 0.12 0.45 -0.20 0.006
O 1.923 2.416 14.341 -0.70 -1.66 0.96 -0.507
Ge 3.181 5.125 12.580 0.56 -0.71 0.42 0.639
H 5.417 7.435 14.641 -0.19 0.31 -0.64 0.032
C 4.726 3.009 10.066 0.69 0.89 0.55 -0.240
H -1.074 5.269 13.678 -0.52 0.02 0.19 0.013
H 0.271 4.154 14.044 -0.16 0.24 -0.28 0.025
Si 1.012 6.206 12.898 1.46 -1.03 0.43 0.306
N 5.508 4.281 16.170 -0.81 0.38 -0.21 0.014
H 3.176 5.108 8.567 0.08 0.14 -0.14 0.010
H 3.503 8.175 10.643 0.79 -0.40 -0.09 0.027
H 2.558 1.512 11.558 -0.20 0.18 0.03 -0.013
O 0.885 1.061 16.169 -0.66 -0.71 0.71 -0.309
H -0.420 4.218 12.403 0.14 0.27 0.33 0.027
H 6.602 5.135 12.811 -0.05 0.05 -0.16 0.016
C 0.410 7.085 11.383 -0.19 0.06 -0.72 -0.246
N 4.704 5.067 17.041 1.16 0.10 0.61 -0.006
H 1.851 5.665 9.644 0.39 -0.83 -0.53 -0.004
H 5.227 2.619 10.963 -0.03 0.13 -0.06 -0.010
H 5.211 5.576 17.762 -0.19 0.00 -0.40 0.127
H 6.207 4.846 15.675 -0.21 -0.45 0.28 0.103
C 2.374 4.771 9.220 -0.43 0.85 0.20 -0.243
C 4.988 7.958 13.754 -0.31 0.14 0.68 -0.227
H 0.985 6.766 15.275 0.04 0.56 -0.57 0.036
C 3.578 5.746 16.541 -1.94 -1.12 -1.66 -0.649
C 2.007 2.210 10.914 -0.98 0.30 0.46 -0.235
```
Forces are in eV/Å.

Results
- gap between HOMO and LUMO (alpha / beta) (Ha) = 0.141 / 0.185
- ⟨S²⟩ = 0.7538
- multiplicity = 2
- HOMO (alpha / beta) (eV) = 0.75 / -0.51
- net charge = -2



Entry 4:
Here is C10H30LiO5S5 as an isolated structure at a distorted geometry from OMol25. Energies are from the ωB97M-V functional and the def2-TZVPD basis.

Structure (XYZ):
```
51
Properties=species:S:1:pos:R:3:forces:R:3:lowdin_charge:R:1
H -47.221 -14.700 1.803 -2.20 -2.31 -3.49 -0.085
H -40.392 -13.011 1.226 -1.70 2.67 3.93 -0.001
O -45.719 -17.438 3.148 -0.61 -1.15 -0.70 -0.616
H -40.204 -16.019 6.343 -0.64 -1.16 -1.15 0.082
H -44.050 -16.094 6.475 -0.36 0.99 0.46 0.038
C -47.062 -14.042 2.512 1.07 6.07 2.48 -0.246
H -40.817 -15.509 4.744 0.35 -1.27 0.37 0.074
H -44.551 -13.546 5.193 -0.84 -0.82 -1.78 0.072
C -41.762 -20.193 3.401 -0.96 0.44 -1.84 -0.192
O -42.898 -16.718 4.203 -0.43 0.42 1.03 -0.613
H -40.940 -19.665 3.669 2.73 2.00 0.55 0.005
H -44.202 -20.558 2.292 -5.73 -0.23 9.28 -0.041
H -41.370 -21.166 3.301 -0.29 -1.51 -0.28 0.059
C -45.257 -13.437 4.275 -1.97 -1.27 5.77 -0.251
H -42.357 -13.410 -1.032 -0.03 0.18 -0.11 0.053
C -48.047 -18.043 2.121 2.28 -2.97 3.33 -0.232
H -39.609 -13.163 0.043 -0.03 -0.27 -2.79 0.052
H -47.872 -13.871 3.270 0.61 -0.43 -0.97 0.087
H -40.020 -17.194 4.865 -0.70 0.78 0.56 0.061
Li -43.403 -16.620 2.288 -0.79 3.22 1.15 0.490
H -42.765 -14.747 6.696 -0.11 -0.65 -0.01 0.068
O -44.597 -14.936 2.270 -0.35 -0.48 0.00 -0.585
H -42.881 -16.310 7.722 0.31 0.25 0.77 0.036
H -42.425 -19.986 4.182 -1.66 -0.26 0.90 0.050
H -48.260 -17.200 2.611 -0.92 3.46 2.09 0.016
C -42.791 -13.944 -0.194 4.38 1.99 1.93 -0.195
S -45.707 -14.905 3.296 1.65 2.84 1.41 0.892
H -44.855 -12.649 3.789 1.05 2.30 -2.44 -0.001
H -43.729 -14.235 -0.385 -3.03 -2.93 -1.25 -0.008
H -39.110 -14.301 1.078 -0.80 -0.21 0.87 0.074
H -46.696 -17.249 -0.196 1.08 1.66 0.65 0.106
S -41.350 -15.040 0.399 -1.74 -1.82 1.12 0.962
H -46.777 -15.858 1.133 0.42 -0.77 -1.24 0.007
H -44.235 -20.086 0.821 -3.73 3.13 -5.29 -0.022
C -46.213 -16.682 0.681 -1.77 -2.56 0.17 -0.216
H -46.189 -13.038 4.885 1.41 -0.87 -1.56 0.102
C -43.731 -20.470 1.525 8.45 -2.10 -3.30 -0.201
S -42.349 -17.018 5.553 0.44 0.37 0.05 0.847
O -41.771 -15.801 1.741 1.57 2.93 -3.06 -0.647
H -45.154 -16.570 0.777 0.46 0.66 -1.23 0.014
O -42.889 -18.056 2.131 1.98 -6.91 -1.60 -0.679
C -43.038 -15.811 6.787 -0.16 -1.28 -1.76 -0.215
S -42.280 -19.469 1.803 -1.06 2.09 0.97 1.034
C -40.038 -13.812 0.760 0.93 -2.60 -1.33 -0.235
H -48.199 -18.871 2.839 -0.33 0.26 -0.57 0.090
C -40.671 -16.439 5.382 1.20 2.01 0.36 -0.269
H -43.544 -21.491 1.276 0.96 -0.74 -0.58 0.089
H -46.782 -12.939 1.975 -0.46 -3.15 1.63 0.165
H -43.085 -13.275 0.608 0.86 0.62 0.42 0.049
S -46.326 -18.024 1.891 1.62 0.08 0.14 0.858
H -48.618 -18.081 1.320 -2.41 -0.72 -4.04 0.020
```
Forces are in eV/Å.

Results
- gap between HOMO and LUMO (Ha) = 0.346
- multiplicity = 1
- HOMO (eV) = -11.16
- net charge = +1



What did we get for ΔE to the lowest compared entry with this formula, charge and spin? Answer: 0.00; 102.62; 26.23; 58.73 kcal/mol, in the order shown.
What did we get for E_tot? Answer: -135160.7393; -73333.6802; -176779.6644; -75461.5991 eV, in the order shown.